Molecular formula: C10H11IN3S
Method: DFT, ωB97M-V/def2-TZVPD

Geometry as ORCA input:
```
! RIJCOSX wB97M-V def2-TZVPD def2/J DEFGRID3
* xyz 1 1
C 2.351 0.596 1.397
C 1.081 0.071 1.180
C 2.648 1.761 0.763
C 0.535 1.988 -0.175
C 0.056 0.780 0.459
C 1.820 2.450 -0.120
C -0.121 -2.349 -1.494
C 0.045 -3.517 -1.255
C -2.891 -1.481 0.394
C -1.263 0.481 0.463
N -1.554 -0.834 0.288
N 2.296 3.319 -0.993
N -3.014 -2.406 -0.525
S -3.925 -1.129 1.648
I -2.865 1.784 0.051
H 2.972 0.058 2.106
H 0.795 -0.801 1.663
H 3.601 2.237 0.923
H -0.109 2.716 -0.603
H -0.632 -1.433 -1.629
H 0.212 -4.482 -0.913
H -0.768 -1.545 0.401
H 3.159 3.770 -0.770
H 1.640 3.852 -1.699
H -2.296 -2.815 -1.197
H -3.772 -3.072 -0.362
*
```

Results
Kohn-Sham gap = 6.64 eV
ΔE to the lowest compared entry with this formula, charge and spin = 2.9067 eV
E_HOMO = -0.432 hartree
max |F| = 0.132 Eh/bohr